(1)
This record from the Open Molecules 2025 dataset describes a structure of composition C40H35As2BF4O3Pt. The level of theory is ωB97M-V/def2-TZVPD.

Calculated values
E: -6786.3904 Eh

Each line ends with the Mulliken charge.
CARTESIAN COORDINATES (ANGSTROEM)
Pt 0.367 0.114 -0.643  3.350
C 2.143 -1.497 2.040  -1.020
C 2.919 -2.005 0.830  -0.949
As 3.838 -0.603 -0.219  0.564
C 2.341 -0.128 -1.411  0.444
C 1.472 -1.177 -1.893  -0.572
C 0.434 -0.799 -2.795  -0.990
C 0.334 0.530 -3.165  -0.310
C 1.480 1.418 -3.057  -0.884
C 2.491 1.078 -2.239  -0.811
C 4.771 -1.815 -1.435  0.455
C 4.560 -1.826 -2.811  -0.020
C 5.298 -2.670 -3.631  -0.824
C 6.255 -3.511 -3.086  -0.433
C 6.479 -3.500 -1.716  -0.694
C 5.749 -2.651 -0.899  -0.511
As 0.985 0.000 1.606  0.136
C -0.473 0.107 2.839  0.573
C -0.950 -1.019 3.499  -0.562
C -1.996 -0.877 4.401  -0.941
C -2.568 0.368 4.617  -0.508
C -2.101 1.483 3.935  -0.584
C -1.044 1.359 3.046  -0.608
C 2.067 1.553 2.006  0.969
C 2.219 2.604 1.112  0.361
C 3.027 3.680 1.457  -1.060
C 3.671 3.713 2.683  -0.467
C 3.498 2.672 3.587  -0.858
C 2.694 1.596 3.251  -1.023
H 2.807 -1.138 2.826  0.708
H 1.511 -2.288 2.439  0.656
H 2.259 -2.594 0.196  0.107
H 3.718 -2.669 1.166  0.734
H 1.577 -2.213 -1.613  0.709
H -0.331 -1.521 -3.050  0.398
H -0.548 0.857 -3.698  0.419
H 1.491 2.334 -3.632  0.460
H 3.379 1.692 -2.141  0.451
H 3.818 -1.178 -3.261  0.249
H 5.120 -2.668 -4.699  0.393
H 6.826 -4.172 -3.725  0.378
H 7.228 -4.151 -1.284  0.381
H 5.953 -2.644 0.166  0.379
H -0.540 -1.998 3.296  0.316
H -2.373 -1.748 4.922  0.416
H -3.393 0.470 5.310  0.413
H -2.564 2.450 4.083  0.428
H -0.680 2.229 2.511  0.237
H 1.690 2.605 0.169  0.441
H 3.142 4.501 0.760  0.431
H 4.301 4.554 2.944  0.404
H 3.983 2.700 4.553  0.404
H 2.549 0.802 3.974  0.361
O -1.742 -0.122 0.019  0.285
C -2.614 0.940 -0.365  3.444
C -1.785 2.232 -0.117  -0.932
O -2.349 3.283 0.110  -0.689
O -0.510 2.082 -0.254  -0.955
C -2.940 0.855 -1.860  -0.227
C -2.896 1.960 -2.699  0.139
C -3.189 1.824 -4.053  -0.997
C -3.515 0.584 -4.576  -0.479
C -3.574 -0.524 -3.736  -1.033
C -3.302 -0.386 -2.386  -0.544
C -3.892 0.879 0.453  -0.492
C -4.918 1.784 0.174  -0.433
C -6.099 1.740 0.891  -0.875
C -6.280 0.788 1.889  -0.584
C -5.268 -0.114 2.161  -1.492
C -4.074 -0.068 1.447  0.110
H -2.099 -1.033 -0.103  -0.323
H -2.641 2.934 -2.298  0.499
H -3.160 2.694 -4.697  0.426
H -3.738 0.478 -5.630  0.402
H -3.844 -1.494 -4.132  0.473
H -3.369 -1.253 -1.740  0.436
H -4.778 2.528 -0.597  0.451
H -6.885 2.451 0.668  0.397
H -7.210 0.751 2.443  0.415
H -5.395 -0.865 2.931  0.483
H -3.292 -0.778 1.685  0.749
F -0.327 -2.671 1.037  0.121
B -1.095 -3.346 0.044  -0.207
F -1.365 -4.633 0.446  -0.307
F -2.317 -2.601 -0.098  -0.399
F -0.418 -3.309 -1.180  -0.357

(2)
This record from the Open Molecules 2025 dataset describes a cluster of 2 separate species, C19H40B2BrF4IN7O7P in total at a distorted geometry. The level of theory is ωB97M-V/def2-TZVPD.

Calculated values
E: -5319.8345 Eh

Each line ends with the Mulliken charge.
CARTESIAN COORDINATES (ANGSTROEM)
C 0.345 -6.202 -0.087  -0.579
C 1.203 -5.499 -1.323  -0.153
O 2.499 -4.943 -0.884  -0.470
C 2.432 -3.458 -0.771  -0.554
C 1.651 -3.134 0.648  -0.523
O 0.270 -2.640 0.440  -0.269
C -0.232 -2.380 1.823  -0.543
N -1.641 -1.750 1.773  0.320
C -2.619 -2.426 2.716  -0.858
O -3.312 -3.596 2.155  -0.058
N -4.296 -4.008 3.016  0.137
O -3.811 -4.604 3.965  -0.278
C -1.962 -0.662 0.950  -0.550
N -0.995 0.133 0.040  1.408
C 0.079 0.799 0.929  -0.930
N 1.472 0.271 0.703  -0.128
C -1.736 1.051 -0.914  -1.546
Br -2.506 0.022 -2.500  -0.043
C -1.017 2.318 -1.621  0.241
C -0.189 1.996 -3.029  -1.157
C 0.888 0.772 -2.933  0.487
C 2.470 1.238 -2.895  -0.949
C 2.899 2.101 -1.571  0.482
C 4.027 3.293 -1.897  -0.564
O 3.913 4.266 -0.799  -0.448
C 4.422 3.740 0.476  -0.273
C -3.129 1.259 -0.005  0.027
C -2.894 2.355 1.242  -0.429
C -4.311 2.661 2.077  -0.411
N -4.574 2.049 3.277  -0.524
B -4.270 2.027 -0.869  1.213
N -4.172 3.571 -1.009  -0.825
O -5.408 1.470 -1.623  -0.799
N -3.341 0.010 0.774  0.622
P -4.767 -1.018 0.610  0.071
O -5.112 -1.452 -1.082  -0.473
I -6.876 0.190 1.265  -0.095
H 0.922 -6.184 0.935  0.212
H 0.097 -7.337 -0.321  0.297
H -0.654 -5.570 0.036  0.031
H 0.489 -4.692 -1.818  0.121
H 1.440 -6.330 -2.118  0.344
H 1.819 -2.961 -1.644  0.265
H 3.506 -2.986 -0.801  0.274
H 2.270 -2.338 1.250  0.454
H 1.595 -4.114 1.302  0.408
H -0.269 -3.443 2.354  0.554
H 0.496 -1.688 2.448  0.274
H -1.981 -2.766 3.664  0.579
H -3.428 -1.676 3.141  0.514
H -0.209 0.434 2.032  0.479
H -0.022 1.963 0.984  0.460
H 1.592 -0.251 -0.186  -0.069
H 2.223 0.970 0.884  0.252
H -1.751 3.203 -1.950  0.049
H -0.204 2.886 -0.953  0.246
H -0.901 1.959 -3.980  0.358
H 0.465 2.982 -3.203  0.429
H 0.576 0.031 -2.084  -0.374
H 0.774 0.154 -3.949  0.230
H 3.115 0.252 -2.936  0.268
H 2.735 1.888 -3.838  0.373
H 1.994 2.501 -0.927  -0.168
H 3.479 1.341 -0.857  0.095
H 3.810 3.744 -2.956  0.352
H 5.125 2.826 -1.888  0.293
H 3.537 3.697 1.254  0.139
H 5.205 4.534 0.900  0.215
H 4.918 2.682 0.409  0.114
H -2.356 3.335 0.885  0.406
H -2.183 1.900 2.088  0.274
H -5.118 3.439 1.672  0.303
H -5.506 2.433 3.579  0.322
H -5.175 3.884 -0.978  0.206
H -3.901 3.711 -2.028  0.262
H -5.719 2.079 -2.358  0.280
H -4.976 -2.463 -1.120  0.316
B 7.354 1.230 2.002  0.614
F 6.743 2.408 2.595  -0.420
F 8.594 1.607 1.343  -0.402
F 7.636 0.254 3.042  -0.399
F 6.445 0.650 1.027  -0.406

(3)
This record from the Open Molecules 2025 dataset describes a cluster of 2 separate species, C5H10N2O in total at a distorted geometry. The level of theory is ωB97M-V/def2-TZVPD.

Calculated values
expectation value of S²: 0.78
spin multiplicity: 2
charge: -1
E: -381.1395 Eh

Each line ends with the Löwdin spin population.
CARTESIAN COORDINATES (ANGSTROEM)
O -1.607 0.171 -0.170  0.000
C -2.724 0.846 -0.044  0.000
C -4.009 0.462 0.478  0.000
C 4.795 0.010 0.398  0.257
C 3.671 -0.220 -0.399  0.046
C 2.328 0.305 -0.501  0.525
N 1.128 -0.558 -0.612  0.078
N -4.305 -0.901 0.722  0.000
H -2.632 1.932 -0.349  0.000
H -4.879 1.062 0.508  0.000
H 5.578 -0.609 0.024  0.018
H 4.700 0.831 1.078  0.016
H 3.824 -1.131 -1.023  0.007
H 2.161 1.402 -0.438  0.025
H 0.443 -0.290 0.066  0.008
H 0.742 -0.535 -1.560  0.019
H -4.249 -1.320 1.670  0.000
H -4.965 -1.454 0.151  0.000